one | Entry from OMol25: 2 unconnected molecules or ions with the total composition C5H14N2O2 (wB97M-V/def2-TZVPD).

Positions of all 23 atoms, in Å:
C -1.03 -1.08 1.89
C 0.14 -0.41 1.26
O 1.17 -0.19 1.87
N 0.06 -0.13 -0.09
C 1.24 0.50 -0.65
C -1.20 0.40 -0.58
C -1.49 0.17 -2.08
N -1.27 1.30 -2.96
H -0.67 -1.58 2.80
H -1.77 -0.37 2.29
H -1.51 -1.82 1.27
H 1.06 0.62 -1.72
H 2.09 -0.15 -0.57
H 1.51 1.41 -0.11
H -2.03 -0.02 0.00
H -1.28 1.48 -0.37
H -0.91 -0.69 -2.37
H -2.53 -0.12 -2.15
H -1.70 2.13 -2.56
H -0.30 1.47 -3.15
O 3.79 -1.19 2.57
H 3.59 -0.78 3.42
H 3.04 -0.92 2.01

The structure (SMILES) is CC(=O)N(C)CCN.O. As for the LUMO energy: 0.74 eV.

***

two | Entry from OMol25: 2 unconnected molecules or ions with the total composition C5H14N2O2 (wB97M-V/def2-TZVPD).

Positions of all 23 atoms, in Å:
C 0.92 -1.36 1.60
C 0.26 -0.01 1.34
C -1.25 -0.16 1.10
C -1.89 1.22 0.88
O -1.53 -1.03 0.03
H 0.72 -1.70 2.62
H 2.00 -1.30 1.47
H 0.52 -2.10 0.91
H 0.42 0.66 2.19
H 0.71 0.46 0.47
H -1.71 -0.64 1.98
H -1.64 1.89 1.70
H -1.51 1.65 -0.05
H -2.97 1.13 0.81
H -1.23 -0.61 -0.79
N 0.24 1.50 -2.19
N 0.10 0.14 -2.24
C 1.04 -0.63 -1.92
O 2.29 -0.22 -1.57
H -0.37 1.94 -2.87
H 1.19 1.83 -2.22
H 0.83 -1.68 -1.91
H 2.85 -0.96 -1.34

The structure (SMILES) is CC[C@@H](C)O.N/N=C\O. As for the LUMO energy: 0.52 eV.

***

Most stable: one. Least stable: two.

***

one | Entry from OMol25: a molecular structure, C34H34Br2F6N2O3PtTe (wB97M-V/def2-TZVPD).

Positions of all 83 atoms, in Å:
Pt 0.17 0.26 0.30
C -0.95 2.68 -1.20
C -0.79 2.98 0.25
C -0.98 4.29 0.71
C -0.77 4.59 2.03
C -0.42 3.57 2.92
C -0.19 3.80 4.31
Br -0.34 5.53 5.02
C 0.18 2.79 5.18
C 0.29 1.50 4.71
Br 0.77 0.13 5.87
C 0.03 1.14 3.33
O 0.06 -0.02 2.96
C -0.28 2.27 2.41
N -0.43 2.02 1.09
H -1.54 3.47 -1.68
H -1.45 1.72 -1.34
H 0.03 2.64 -1.68
H -1.26 5.06 0.01
H -0.88 5.60 2.39
H 0.36 3.00 6.23
C 3.53 0.69 2.69
C 2.68 1.33 1.64
O 2.35 2.49 1.75
N 2.19 0.68 0.50
Te 3.00 -0.79 -0.59
C 4.68 -2.11 -0.39
C 4.95 -2.77 0.80
C 4.13 -2.59 2.04
C 6.05 -3.62 0.85
C 6.85 -3.83 -0.26
C 8.03 -4.76 -0.20
C 6.52 -3.19 -1.45
C 5.44 -2.32 -1.56
C 5.15 -1.72 -2.91
C 4.16 0.75 -1.47
C 5.41 1.12 -0.99
C 6.14 0.48 0.17
C 6.07 2.17 -1.64
C 5.51 2.84 -2.72
C 6.24 3.96 -3.40
C 4.25 2.44 -3.16
C 3.56 1.41 -2.55
C 2.21 1.00 -3.09
H 3.22 1.07 3.66
H 4.57 1.00 2.54
H 3.47 -0.39 2.69
H 3.13 -2.19 1.83
H 4.62 -1.91 2.74
H 3.99 -3.54 2.55
H 6.27 -4.13 1.78
H 8.21 -5.12 0.81
H 8.93 -4.26 -0.55
H 7.87 -5.63 -0.84
H 7.12 -3.37 -2.33
H 5.72 -2.24 -3.68
H 5.42 -0.67 -2.95
H 4.09 -1.80 -3.18
H 5.47 0.01 0.89
H 6.71 1.24 0.70
H 6.83 -0.28 -0.17
H 7.04 2.47 -1.28
H 7.19 4.17 -2.91
H 5.64 4.87 -3.40
H 6.45 3.71 -4.44
H 3.79 2.95 -4.00
H 1.96 1.60 -3.96
H 1.43 1.15 -2.34
H 2.19 -0.05 -3.38
C -3.50 -1.74 -0.46
C -2.02 -1.40 -0.57
O -1.77 -0.17 -0.01
C -1.62 -1.39 -2.07
F -2.39 -0.52 -2.73
F -1.74 -2.59 -2.65
F -0.34 -0.98 -2.26
C -1.19 -2.46 0.19
F 0.18 -2.18 0.01
F -1.37 -3.71 -0.22
F -1.41 -2.40 1.49
H -4.07 -0.98 -0.97
H -3.78 -1.74 0.59
H -3.71 -2.72 -0.90

Its spin multiplicity is 2. As for the LUMO energy (alpha / beta): -3.52 / -4.78 eV. As for the net charge: +1.

***

two | Entry from OMol25: a molecular structure, C34H34Br2F6N2O3PtTe (wB97M-V/def2-TZVPD).

Positions of all 83 atoms, in Å:
Pt 0.32 0.18 0.30
C -1.05 2.62 -0.98
C -0.83 2.82 0.48
C -1.15 4.05 1.06
C -0.91 4.27 2.38
C -0.38 3.24 3.17
C -0.08 3.42 4.57
Br -0.42 5.06 5.40
C 0.48 2.41 5.33
C 0.73 1.19 4.76
Br 1.47 -0.18 5.78
C 0.41 0.87 3.38
O 0.54 -0.26 2.94
C -0.11 2.02 2.56
N -0.31 1.85 1.22
H -1.73 3.37 -1.37
H -1.45 1.62 -1.18
H -0.09 2.72 -1.51
H -1.57 4.82 0.43
H -1.13 5.23 2.83
H 0.71 2.59 6.37
C 4.07 0.69 2.20
C 2.89 1.29 1.47
O 2.37 2.30 1.89
N 2.37 0.68 0.34
Te 3.24 -0.46 -1.06
C 4.57 -1.93 -0.32
C 4.23 -2.67 0.81
C 2.97 -2.47 1.63
C 5.08 -3.70 1.19
C 6.21 -4.04 0.47
C 7.11 -5.16 0.90
C 6.46 -3.34 -0.71
C 5.65 -2.30 -1.15
C 5.95 -1.70 -2.50
C 4.35 1.10 -1.93
C 5.57 1.58 -1.45
C 6.33 0.99 -0.30
C 6.13 2.68 -2.10
C 5.52 3.28 -3.19
C 6.15 4.45 -3.89
C 4.31 2.77 -3.64
C 3.70 1.68 -3.03
C 2.39 1.18 -3.58
H 3.89 0.81 3.27
H 4.97 1.26 1.96
H 4.24 -0.36 1.97
H 2.20 -1.89 1.13
H 3.18 -1.99 2.59
H 2.54 -3.44 1.86
H 4.82 -4.27 2.08
H 6.83 -5.55 1.87
H 8.15 -4.83 0.95
H 7.07 -5.98 0.18
H 7.29 -3.64 -1.34
H 6.61 -2.38 -3.04
H 6.43 -0.73 -2.44
H 5.05 -1.59 -3.11
H 5.71 0.45 0.39
H 6.85 1.77 0.25
H 7.09 0.28 -0.67
H 7.07 3.07 -1.74
H 7.07 4.76 -3.39
H 5.46 5.30 -3.90
H 6.39 4.21 -4.92
H 3.82 3.23 -4.49
H 2.09 1.76 -4.44
H 1.58 1.25 -2.84
H 2.44 0.13 -3.89
C -3.20 -2.11 -0.08
C -1.86 -1.51 -0.48
O -1.61 -0.37 0.24
C -1.89 -1.20 -2.00
F -2.90 -0.36 -2.26
F -2.07 -2.30 -2.75
F -0.77 -0.60 -2.44
C -0.75 -2.53 -0.17
F 0.50 -1.94 -0.55
F -0.80 -3.68 -0.82
F -0.63 -2.77 1.12
H -3.98 -1.37 -0.27
H -3.18 -2.33 0.99
H -3.43 -3.02 -0.64

Its spin multiplicity is 2. As for the LUMO energy (alpha / beta): -3.02 / -4.63 eV. As for the net charge: +1.

***

Most stable: two. Least stable: one.

***

one | Entry from OMol25: a gas-phase ion, C10H11N2O (charge +1) (wB97M-V/def2-TZVPD).

Positions of all 24 atoms, in Å:
C 2.00 0.66 0.27
N 0.85 0.12 0.14
C 0.08 -0.16 -0.97
C 0.19 0.27 -2.26
C -0.65 -0.20 -3.33
C -1.61 -1.06 -2.96
C -1.80 -1.54 -1.64
C -1.00 -1.06 -0.72
C -0.92 -1.35 0.80
O -1.43 -2.19 1.46
C 0.07 -0.29 1.36
C -0.43 1.08 1.96
N 0.99 -0.81 2.34
H 2.47 0.59 1.29
H 2.45 1.24 -0.57
H 1.18 0.89 -2.37
H -0.32 0.06 -4.34
H -2.39 -1.39 -3.58
H -2.73 -2.19 -1.49
H 0.41 1.83 1.93
H -0.68 1.01 3.05
H -1.27 1.57 1.43
H 1.27 -1.76 2.14
H 0.53 -0.91 3.36

The structure (SMILES) is C=[N+]1c2ccccc2C(=O)[C@@]1(C)N. As for the LUMO energy: -5.21 eV. As for the net charge: +1.

***

two | Entry from OMol25: a gas-phase ion, C10H11N2O (charge +1) (wB97M-V/def2-TZVPD).

Positions of all 24 atoms, in Å:
N -3.44 -0.26 -0.34
C -2.81 -1.23 0.55
C -1.41 -1.15 0.40
C -0.24 -0.92 0.21
C 1.14 -0.53 0.02
C 2.09 -1.43 -0.41
C 3.39 -0.91 -0.41
C 3.63 0.35 0.09
C 2.66 1.26 0.51
C 1.38 0.91 0.23
N 0.17 1.67 0.37
C -0.72 1.82 -0.53
O -1.91 1.94 -0.19
H -4.49 -0.51 -0.16
H -3.24 -0.66 -1.31
H -3.06 0.70 -0.15
H -3.21 -2.24 0.27
H -3.12 -0.97 1.58
H 1.93 -2.54 -0.58
H 4.18 -1.52 -0.60
H 4.69 0.50 0.06
H 2.97 2.25 0.69
H -0.22 1.62 1.25
H -0.35 1.86 -1.55

The structure (SMILES) is [NH3+]CC#Cc1ccccc1NC=O. As for the LUMO energy: -3.39 eV. As for the net charge: +1.

***

Most stable: one. Least stable: two.

***

one | Entry from OMol25: C2H5ClOS in the gas phase (wB97M-V/def2-TZVPD).

Positions of all 10 atoms, in Å:
C -0.55 -0.75 -1.29
S 0.43 -0.47 0.00
C -0.45 0.79 0.98
O 0.80 -1.60 0.77
Cl 2.18 0.76 -0.11
H -0.37 -1.76 -1.68
H -0.47 -0.11 -2.10
H -1.47 0.54 0.99
H 0.14 0.84 1.92
H -0.24 1.75 0.52

The structure (SMILES) is C=[S@@](C)(=O)Cl. As for the LUMO energy: -0.16 eV.

***

two | Entry from OMol25: 2 unconnected molecules or ions with the total composition C2H5ClOS (wB97M-V/def2-TZVPD).

Positions of all 10 atoms, in Å:
O 0.28 0.98 -1.93
C 0.07 0.66 -0.65
C 0.22 -0.72 -0.15
S 1.64 0.14 0.48
H 0.67 0.29 -2.44
H -0.62 1.32 -0.12
H 0.46 -1.57 -0.86
H -0.52 -0.95 0.60
Cl -1.64 -0.11 2.22
H -0.56 -0.04 2.84

The structure (SMILES) is O[C@H]1CS1.Cl. As for the LUMO energy: 0.74 eV.

***

Most stable: two. Least stable: one.